1.
{"formula": "C14H16Cl5O4Zn", "method": "ωB97M-V/def2-TZVPD", "multiplicity": 1, "total_charge": 1, "elements": ["Zn", "C", "C", "O", "C", "C", "O", "C", "C", "O", "C", "C", "O", "H", "H", "H", "H", "H", "H", "H", "H", "H", "H", "H", "H", "H", "H", "H", "H", "Cl", "C", "C", "C", "Cl", "C", "Cl", "C", "Cl", "C", "Cl"], "positions_angstrom": [[0.02093, -0.25804, 0.40470], [1.80675, -0.92368, 2.51102], [0.82160, -0.03452, 3.21677], [0.15987, 0.80780, 2.24565], [0.61046, 2.16962, 2.10140], [1.51688, 2.33403, 0.90615], [0.68867, 1.99692, -0.19726], [1.29326, 1.56924, -1.44567], [1.38345, 0.10094, -1.57196], [0.48963, -2.66854, -1.12254], [1.18369, -3.41248, -0.21693], [1.94762, -2.57578, 0.79166], [1.07516, -1.61355, 1.50062], [2.27209, -1.61068, 3.21899], [2.61221, -0.34278, 2.04739], [1.32199, 0.56385, 3.97823], [0.02159, -0.60965, 3.68011], [1.06465, 2.48892, 3.03876], [-0.29000, 2.75313, 1.91322], [2.40908, 1.69869, 0.95120], [1.83031, 3.38036, 0.84198], [2.27788, 2.02899, -1.55366], [0.64544, 2.00622, -2.20585], [2.19762, -0.59305, -1.45847], [-0.14561, -0.64792, -3.50998], [1.95726, -4.07160, -0.65487], [0.52083, -4.08414, 0.36141], [2.74381, -1.99448, 0.31826], [2.39378, -3.20504, 1.56365], [0.02967, -0.74505, -2.19861], [-1.28377, -0.02467, -1.18237], [-2.47931, 0.25589, -1.67081], [-3.56175, 0.65458, -0.74337], [-3.35562, 0.80026, 0.94397], [-4.67998, 0.86093, -1.44716], [-6.20185, 1.31619, -0.86624], [-4.38066, 0.62629, -2.87511], [-5.52110, 0.78491, -4.10912], [-3.08938, 0.27879, -3.01022], [-2.30714, -0.06092, -4.49494]], "forces_ev_per_angstrom": [[-0.02, -0.06, -0.35], [-0.01, 0.12, 0.11], [-0.07, 0.25, -0.04], [0.04, -0.21, -0.26], [-0.06, -0.01, 0.20], [0.02, 0.15, -0.17], [-0.16, -0.37, 0.07], [0.24, 0.35, -0.46], [-0.61, -0.32, 0.96], [0.23, 0.35, 0.64], [-0.36, -0.22, 0.52], [0.13, -0.01, 0.16], [0.38, -0.38, -0.19], [-0.13, -0.20, -0.04], [0.00, 0.03, 0.00], [-0.07, 0.10, -0.03], [0.09, -0.11, 0.04], [0.08, 0.06, -0.06], [0.00, 0.04, 0.11], [-0.04, -0.02, 0.04], [0.09, -0.03, -0.01], [0.01, -0.02, 0.05], [0.08, 0.04, -0.05], [0.11, 0.04, -0.37], [-0.36, 0.83, -0.14], [-0.04, 0.05, -0.08], [0.05, -0.02, 0.00], [-0.03, 0.11, -0.06], [-0.03, -0.02, 0.05], [0.91, -0.20, -1.06], [-0.36, -0.41, 0.51], [-0.14, 0.08, -0.22], [0.06, 0.09, 0.17], [0.03, -0.02, -0.06], [-0.07, 0.04, 0.03], [0.04, -0.02, -0.03], [0.07, -0.03, -0.14], [-0.01, 0.01, 0.02], [-0.15, -0.01, 0.08], [0.06, -0.03, 0.07]], "lowdin_charge": [0.820, -0.171, -0.116, -0.203, -0.122, -0.167, -0.199, -0.240, -0.386, -0.407, -0.387, -0.143, -0.211, 0.147, 0.133, 0.142, 0.147, 0.141, 0.142, 0.131, 0.144, 0.137, 0.131, 0.070, 0.026, 0.122, 0.117, 0.119, 0.131, 1.149, -0.225, -0.306, -0.666, 0.759, -0.711, 0.771, -0.711, 0.781, -0.645, 0.758]}



2.
{"formula": "C2H4N4O2", "method": "ωB97M-V/def2-TZVPD", "multiplicity": 1, "elements": ["C", "C", "H", "H", "H", "H", "N", "N", "N", "N", "O", "O"], "positions_angstrom": [[-0.48881, -1.61616, 0.25613], [1.26690, -0.51926, -0.34022], [1.35070, 2.20988, -0.30598], [0.77791, 1.47693, 1.43489], [-2.34294, 0.96849, -0.31738], [-1.36692, -2.37082, 0.51904], [0.31493, 1.60951, 0.25834], [0.21322, 0.35727, -0.36452], [-0.91465, -0.23595, 0.14747], [0.72672, -1.74040, -0.09238], [-1.98996, 0.04754, -0.73309], [2.45290, -0.18703, -0.46231]], "forces_ev_per_angstrom": [[-3.04, 0.58, -1.14], [2.96, 1.65, -0.49], [-4.15, -2.66, 2.20], [-1.53, 0.17, -4.40], [1.09, -3.17, -1.48], [2.51, 1.41, -0.61], [5.78, 3.24, 1.59], [0.16, 2.03, 0.76], [0.10, -1.30, -0.12], [-0.03, -3.55, 1.26], [-1.32, 2.47, 2.16], [-2.53, -0.88, 0.27]], "lowdin_charge": [-0.054, -0.540, 0.223, 0.184, 0.178, 0.178, -0.009, -0.195, -0.161, 0.165, -0.030, 0.060]}



3.
{"formula": "C15H12Cl2N2O2", "method": "ωB97M-V/def2-TZVPD", "multiplicity": 1, "elements": ["C", "C", "C", "C", "C", "C", "C", "H", "C", "N", "O", "C", "O", "C", "C", "C", "C", "C", "C", "H", "H", "Cl", "H", "Cl", "N", "H", "H", "H", "H", "H", "H", "H", "H"], "positions_angstrom": [[2.33151, 2.69460, -0.81711], [2.07528, 1.70612, 0.27862], [3.09600, 1.26208, 1.10897], [2.84647, 0.32874, 2.10187], [1.57300, -0.17711, 2.28154], [0.53736, 0.27432, 1.47151], [0.79309, 1.21013, 0.47653], [-0.00532, 1.53167, -0.17806], [-0.82319, -0.27734, 1.60114], [-0.89550, -1.54936, 1.73341], [-2.20250, -2.10647, 1.71682], [-2.78668, -2.26980, 0.52345], [-3.86714, -2.78453, 0.44542], [-2.00577, -1.74349, -0.65273], [-2.48875, -0.67539, -1.40208], [-1.73720, -0.13257, -2.43302], [-0.49245, -0.67304, -2.71089], [-0.00382, -1.75562, -1.99420], [-0.76342, -2.28285, -0.96782], [-0.38608, -3.11015, -0.38749], [0.96406, -2.16854, -2.22710], [0.46736, 0.02906, -3.95827], [-2.11534, 0.70384, -2.99825], [-4.02075, 0.02194, -1.02644], [-1.86345, 0.57378, 1.46277], [-1.70799, 1.56513, 1.48355], [-2.80227, 0.24408, 1.61828], [1.36423, -0.91546, 3.03808], [3.65368, -0.01041, 2.73355], [4.09752, 1.64319, 0.97153], [3.39214, 2.91372, -0.90461], [1.97473, 2.30395, -1.76875], [1.80119, 3.62579, -0.62021]], "forces_ev_per_angstrom": [[-0.03, 0.02, -0.01], [0.07, -0.01, 0.06], [-0.08, 0.02, -0.07], [-0.02, -0.06, 0.04], [-0.09, 0.01, 0.01], [0.29, 0.14, 0.01], [0.02, -0.09, 0.14], [-0.10, 0.03, -0.10], [-0.69, 0.14, 0.09], [1.02, -0.80, -0.08], [-0.33, 0.58, 0.97], [-0.25, -0.01, -0.85], [0.28, 0.06, 0.08], [-0.15, 0.00, -0.08], [0.27, -0.34, 0.07], [0.06, -0.02, -0.01], [-0.26, -0.11, 0.28], [-0.03, -0.02, -0.05], [-0.13, 0.08, -0.17], [0.06, -0.03, 0.07], [0.10, -0.02, -0.05], [0.15, 0.11, -0.20], [-0.02, 0.07, -0.05], [-0.20, 0.17, -0.07], [-0.25, 0.01, 0.01], [0.04, -0.04, 0.05], [0.04, 0.02, -0.02], [-0.01, -0.09, 0.09], [0.06, -0.03, 0.07], [0.10, 0.05, -0.03], [0.06, 0.05, -0.05], [0.01, 0.02, -0.11], [0.00, 0.09, -0.04]], "lowdin_charge": [-0.043, -0.267, -0.041, -0.065, -0.024, -0.156, 0.004, 0.120, -0.370, 0.110, 0.024, -0.494, 0.126, -0.174, -0.598, -0.128, -0.675, -0.086, -0.011, 0.130, 0.109, 0.691, 0.106, 0.752, 0.190, 0.114, 0.097, 0.113, 0.105, 0.110, 0.076, 0.071, 0.085]}



4.
{"formula": "C12H16Br2F7NO6", "method": "ωB97M-V/def2-TZVPD", "multiplicity": 1, "elements": ["C", "C", "Br", "C", "Br", "N", "F", "C", "O", "O", "H", "H", "H", "H", "H", "H", "C", "C", "O", "C", "O", "C", "F", "F", "F", "H", "H", "H", "H", "H", "C", "C", "O", "C", "O", "C", "F", "F", "F", "H", "H", "H", "H", "H"], "positions_angstrom": [[1.07490, -2.39370, 1.58029], [-0.15047, -3.29009, 1.67731], [-1.41402, -2.82257, 0.26061], [0.20473, -4.77292, 1.79894], [-1.31749, -5.97784, 1.51221], [1.40284, -5.09984, 1.04732], [1.58744, -6.49941, 1.13185], [1.36926, -4.82937, -0.38386], [2.26565, -4.17403, -0.88327], [0.34490, -5.36505, -1.06296], [0.89922, -1.44616, 2.06108], [1.27379, -2.16758, 0.54214], [1.96366, -2.86989, 1.96480], [-0.68286, -3.04285, 2.57800], [0.44478, -4.93969, 2.83446], [0.07244, -4.69898, -1.70063], [4.81605, 0.76914, -2.98793], [4.57518, 0.77739, -1.49456], [3.36850, 1.49403, -1.15592], [2.23904, 0.83893, -1.33894], [2.10590, -0.27422, -1.73934], [1.05766, 1.72103, -0.90495], [1.15979, 2.95200, -1.40692], [1.02025, 1.82606, 0.42857], [-0.09149, 1.19150, -1.30797], [4.83648, 1.78798, -3.37513], [5.76840, 0.28987, -3.20910], [4.02983, 0.22838, -3.51198], [5.37238, 1.30856, -0.98134], [4.52614, -0.23113, -1.08687], [-2.23878, 3.36190, -0.62424], [-2.47632, 3.37190, 0.86902], [-3.72431, 4.00971, 1.21001], [-4.81188, 3.28024, 1.04328], [-4.87239, 2.15571, 0.65553], [-6.04403, 4.09413, 1.47332], [-6.01863, 5.31957, 0.94939], [-6.06955, 4.20891, 2.80393], [-7.15614, 3.49381, 1.08341], [-2.28971, 4.37552, -1.02422], [-1.26525, 2.94847, -0.84389], [-2.98983, 2.76570, -1.14086], [-1.71149, 3.95852, 1.37199], [-2.45457, 2.36639, 1.28740]], "forces_ev_per_angstrom": [[-0.03, 0.11, -0.56], [0.14, 0.10, 0.10], [0.10, 0.00, -0.03], [-0.12, -0.15, -0.49], [0.02, 0.10, 0.15], [-0.40, -0.40, -0.30], [0.03, 0.19, 0.07], [1.82, 0.98, -1.14], [-1.75, -0.94, 0.92], [0.08, 0.12, 0.89], [-0.10, 0.27, 0.33], [0.21, 0.00, -0.29], [0.18, -0.09, 0.36], [-0.39, -0.06, 0.25], [0.22, -0.16, 0.34], [0.02, -0.01, -0.63], [-0.24, 0.09, -0.08], [0.46, -0.17, -0.11], [0.08, 0.16, 0.07], [0.19, 0.11, 0.13], [-0.17, -0.39, -0.13], [-0.06, -0.05, -0.04], [-0.01, 0.16, -0.12], [0.02, -0.03, 0.22], [0.06, -0.19, -0.10], [0.09, 0.02, 0.03], [0.03, 0.00, 0.03], [0.02, -0.08, 0.03], [-0.10, 0.12, 0.07], [-0.16, -0.02, -0.03], [-0.47, 0.24, -0.06], [0.47, -0.14, -0.09], [0.07, 0.15, 0.06], [0.19, 0.15, 0.08], [-0.12, -0.36, -0.12], [0.01, -0.02, -0.07], [-0.01, 0.20, -0.07], [0.01, 0.03, 0.24], [-0.23, -0.13, -0.07], [0.07, 0.02, 0.05], [0.00, 0.07, 0.02], [0.03, -0.09, 0.04], [-0.10, 0.11, 0.07], [-0.16, -0.03, -0.03]], "lowdin_charge": [-0.131, -0.730, 0.713, -0.695, 0.716, -0.039, -0.032, -0.521, 0.146, 0.075, 0.078, 0.045, 0.086, 0.078, 0.097, 0.116, -0.058, -0.188, 0.039, -0.412, 0.175, -0.559, 0.172, 0.167, 0.163, 0.084, 0.084, 0.078, 0.125, 0.127, -0.045, -0.184, 0.037, -0.412, 0.176, -0.565, 0.171, 0.171, 0.181, 0.091, 0.039, 0.086, 0.127, 0.128]}



5.
{"formula": "C5H6S3", "method": "ωB97M-V/def2-TZVPD", "multiplicity": 1, "elements": ["C", "C", "C", "C", "C", "H", "H", "H", "H", "H", "H", "S", "S", "S"], "positions_angstrom": [[0.31894, -1.37272, -2.39825], [0.19875, -1.32205, -1.10715], [1.11241, -0.16665, -0.30927], [-0.60657, 0.93221, 1.36117], [-1.35169, 1.93273, 2.08763], [-0.18839, -2.34837, -3.06427], [1.08385, -0.75784, -2.91971], [-0.48894, -2.11956, -0.54240], [2.03996, -0.06090, -0.72019], [1.42807, -0.77366, 0.54383], [-2.30627, 1.56399, 2.79517], [0.38847, 1.46079, 0.11464], [-0.68587, -0.66797, 2.04367], [-0.94272, 3.69999, 2.11514]], "forces_ev_per_angstrom": [[-0.17, -3.17, -3.74], [-0.34, 0.74, 3.01], [-3.24, -3.15, 0.65], [-0.33, -2.77, 2.02], [-2.01, 4.37, 2.33], [1.45, 3.23, 2.00], [-0.97, -0.34, 0.13], [1.77, 2.32, -0.97], [2.11, 0.86, -2.21], [-0.53, 0.78, 0.78], [2.87, 0.93, -2.15], [0.71, -1.34, -0.72], [-0.22, 2.62, -0.93], [-1.09, -5.10, -0.18]], "lowdin_charge": [-0.085, -0.230, -0.473, -1.171, -0.662, 0.135, 0.060, 0.116, 0.023, 0.032, 0.117, 0.933, 0.664, 0.540]}



no.,HOMO energy (eV)
1,-10.83
2,-9.65
3,-9.19
4,-10.15
5,-9.04